DFT (ωB97M-V/def2-TZVPD) results for 16 unconnected molecules or ions with the total composition H30O19S.

Its calculated total energy is -50227.204 eV. Its multiplicity is 1. The HOMO-LUMO gap is 0.327 Ha. The LUMO energy comes out at 0.179 Eh. The value obtained for the largest force on an atom is 3.93 eV/A. As for the net charge: -2. As for the relative energy (zero: lowest compared OMol25 entry of this formula, charge and spin): 376.01 kJ/mol.

```
50
Properties=species:S:1:pos:R:3:nbo_charge:R:1
S 0.3578 -0.2067 0.2165 2.7908
O 1.5780 -0.5188 -0.4368 -1.0617
O -0.0486 -1.4358 0.8211 -1.0931
O 0.6224 0.7242 1.2559 -1.0793
O -0.6839 0.3386 -0.6315 -1.0768
O -2.0161 -2.5539 -0.4642 -0.9585
H -2.1914 -3.4507 -0.3607 0.4530
H -1.2456 -2.4493 0.0713 0.4865
O 0.8066 -3.6444 0.9874 -0.9916
H 0.4256 -2.7164 0.9975 0.4693
H 0.5478 -3.9013 0.1085 0.4447
O -2.9532 -0.3569 1.2777 -0.9320
H -3.1333 -1.0430 1.9268 0.4562
H -2.5539 -0.8896 0.6592 0.4709
O -0.7051 -0.8622 -2.9153 -0.9990
H -0.8718 -0.2172 -3.6053 0.4717
H -0.6875 -0.4204 -2.0372 0.4845
O 2.7747 1.1115 -1.8512 -1.0102
H 2.3660 0.3747 -1.3275 0.4944
H 3.6499 1.3580 -1.6087 0.4651
O 1.1766 3.4016 -0.5795 -1.0266
H 0.2744 2.9576 -0.6387 0.4916
H 1.7728 2.8104 -1.0794 0.4850
O -1.4347 2.7556 -0.6073 -0.9889
H -1.7034 2.9523 0.2974 0.4897
H -1.4736 1.7777 -0.6327 0.4879
O -0.8356 -2.1715 3.0066 -0.9685
H -0.4487 -1.9812 2.1413 0.4785
H -1.3363 -2.9747 2.9990 0.4425
O 2.9522 1.6366 1.3678 -1.0070
H 3.4282 0.8206 1.2104 0.4662
H 2.0559 1.3131 1.4719 0.4802
O 3.6168 -1.0191 1.0011 -0.9954
H 3.3668 -1.1029 1.9122 0.4750
H 2.8620 -0.9525 0.3884 0.5010
O -1.6008 1.8697 -3.5534 -0.9655
H -2.0660 1.5100 -2.8234 0.4896
H -0.6600 1.5866 -3.4414 0.4621
O -3.1361 0.5076 -1.7543 -0.9716
H -2.2390 0.2147 -1.5009 0.4986
H -3.6673 -0.1874 -2.0735 0.4743
O 0.1457 0.3549 3.7910 -0.9510
H 0.6491 1.0953 4.0685 0.4375
H 0.3478 0.4653 2.8567 0.4826
O -1.2807 2.6757 2.0660 -0.9662
H -0.6193 3.3763 2.1747 0.4709
H -0.8410 1.9103 1.7077 0.5058
O 1.7884 -1.8461 -2.4843 -1.0137
H 0.9561 -1.5923 -2.7657 0.4757
H 1.9113 -1.4045 -1.6095 0.4751
```

DFT (ωB97M-V/def2-TZVPD) results for a gas-phase ion, C4H11NP (charge +1).

Its calculated total energy is -15095.805 eV. Its multiplicity is 1. The HOMO-LUMO gap is 0.347 Ha. The LUMO energy comes out at -0.139 Eh. The value obtained for the largest force on an atom is 7.35 eV/A. As for the net charge: +1. The SMILES is [H]/P=C(/C)[C@@H](C)[NH3+]. As for the relative energy (zero: lowest compared OMol25 entry of this formula, charge and spin): 244.47 kJ/mol.

```
17
Properties=species:S:1:pos:R:3:nbo_charge:R:1
H -1.5314 0.6392 2.4694 -0.0886
P -2.3805 -0.0644 1.7088 0.5489
C -1.2595 -0.2631 0.4178 -0.3506
C -1.6060 -0.5973 -1.0109 -0.6781
C 0.2675 0.2618 0.7645 -0.0904
C 1.1511 -0.8758 0.3262 -0.6638
N 0.5963 1.3750 -0.2716 -0.7101
H -1.1488 0.0965 -1.5727 0.1858
H -2.6990 -0.5164 -1.0390 0.2611
H -1.2069 -1.6494 -1.2324 0.2439
H 0.1785 0.4231 1.7754 0.2552
H 0.7139 -1.8888 0.5140 0.2642
H 1.3091 -0.9312 -0.7901 0.2184
H 1.9687 -0.8418 0.9797 0.2452
H -0.0911 2.1089 -0.1485 0.4544
H 0.7398 0.9730 -1.2577 0.4585
H 1.5420 1.7910 -0.1878 0.4461
```

DFT (ωB97M-V/def2-TZVPD) results for a molecular structure, C2H20O9Sr.

Its calculated total energy is -21651.928 eV. Its multiplicity is 1. The HOMO-LUMO gap is 0.357 Ha. The LUMO energy comes out at -0.226 Eh. The value obtained for the largest force on an atom is 0.79 eV/A. As for the net charge: +2. As for the relative energy (zero: lowest compared OMol25 entry of this formula, charge and spin): 17.87 kJ/mol.

```
32
Properties=species:S:1:pos:R:3:nbo_charge:R:1
Sr 0.6491 -0.4696 0.6186 1.8559
O 0.1650 1.5286 2.0917 -0.9998
H -0.5666 2.0907 1.8032 0.5017
H 0.4756 1.9432 2.9074 0.5162
O 0.1059 -2.9211 1.6757 -0.9918
H -0.7551 -3.3433 1.7860 0.5021
H 0.6998 -3.6493 1.4468 0.5049
O -0.5930 -2.0001 -1.2021 -0.9841
H -0.2153 -2.0104 -2.0904 0.4954
H -1.0659 -2.8375 -1.1284 0.5047
O -1.9711 -0.5187 1.1044 -0.9828
H -2.3947 0.3224 1.3204 0.4982
H -2.3374 -1.1289 1.7581 0.5031
O 1.9730 -0.9930 2.7026 -1.0056
H 2.7126 -0.5351 3.1229 0.5091
H 1.9563 -1.8708 3.1072 0.5160
O 2.3588 -1.9339 -0.5667 -1.0012
H 3.2672 -1.8698 -0.2375 0.5068
H 2.4400 -2.4136 -1.4007 0.5132
O 2.4730 1.2433 0.1021 -0.9990
H 2.8324 1.8714 0.7419 0.5100
H 3.0583 1.3132 -0.6636 0.5087
C -1.5282 0.9761 -1.8411 -0.1137
C -2.2348 2.3050 -1.7531 -0.0954
O -1.8060 3.2585 -2.7039 -0.6882
O -0.1815 1.0025 -1.2954 -0.8125
H -1.4662 0.6576 -2.8833 0.1984
H -2.0678 0.2154 -1.2826 0.2034
H -2.1584 2.7062 -0.7296 0.1500
H -3.2909 2.1318 -1.9623 0.2168
H -0.8891 3.5154 -2.5651 0.4635
H 0.3551 1.4137 -1.9832 0.4958
```

DFT (ωB97M-V/def2-TZVPD) results for 6 unconnected molecules or ions with the total composition C35H54F3NO16S.

Its calculated total energy is -90407.933 eV. Its multiplicity is 1. The HOMO-LUMO gap is 0.334 Ha. The LUMO energy comes out at -0.002 Eh. The value obtained for the largest force on an atom is 1.87 eV/A. As for the net charge: 0. The SMILES is CC[C@@]1(CCCCOC(C)=O)[NH2+]C[C@@](C(=O)[O-])(S(=O)(=O)C(F)(F)F)[C@H]1C.O=C1CCCO1.O=C1CCCO1.O=C1CCCO1.O=C1CCCO1.O=C1CCCO1.

```
110
Properties=species:S:1:pos:R:3:lowdin_charge:R:1
C 0.7821 -0.9742 4.6415 -0.0513
C -0.6860 -1.4072 4.5280 -0.1641
C -1.4669 -0.8016 3.3678 -0.3498
C -2.9365 -1.2201 3.5562 -0.0974
C -3.6482 -0.5132 4.7311 -0.1709
C -4.9643 0.2067 4.3468 -0.1369
C -4.8856 1.0497 3.0671 -0.1344
O -5.0910 2.4630 3.3155 -0.0121
C -3.9249 3.0713 3.6164 -0.5559
C -3.2877 3.8856 2.5278 0.0357
O -3.4061 2.9663 4.6861 0.1282
N -1.3428 0.6960 3.3413 0.1557
C -1.0713 1.1808 1.9267 -0.0641
C -0.3646 0.0313 1.2357 -0.3091
C -0.9594 0.0434 -0.2828 -0.6953
O -0.8987 -1.0477 -0.8369 0.0397
O -1.3877 1.1321 -0.6581 0.0256
S 1.3877 0.1980 0.9862 0.7894
O 1.5807 1.0481 -0.1520 -0.2504
O 2.0869 -1.0507 0.9260 -0.2675
C 2.1974 1.1895 2.3761 -0.6171
F 2.8586 2.2169 1.8537 0.1598
F 1.3002 1.6506 3.2785 0.0887
F 3.0648 0.4024 3.0191 0.1354
C -0.9917 -1.1918 1.9296 -0.2121
C -0.4183 -2.6003 1.7368 -0.0062
H 1.3441 -1.1701 3.7328 0.0704
H 1.2207 -1.4984 5.4857 0.0910
H 0.8218 0.0789 4.9137 0.0658
H -0.7440 -2.4887 4.4892 0.1125
H -1.1540 -1.1292 5.4740 0.1201
H -3.5197 -1.1078 2.6434 0.1210
H -2.8982 -2.2885 3.7554 0.1337
H -2.9826 0.1648 5.2687 0.1077
H -3.8913 -1.2861 5.4518 0.0826
H -5.7974 -0.4823 4.3236 0.1002
H -5.1895 0.8911 5.1627 0.1197
H -3.9615 0.9288 2.4977 0.1028
H -5.6907 0.7588 2.3997 0.1332
H -3.4371 4.9305 2.7964 0.1020
H -3.7198 3.6965 1.5511 0.0985
H -2.2148 3.7268 2.5234 0.0760
H -2.1589 1.2113 3.6822 0.1256
H -0.5826 1.0712 3.9103 0.1482
H -0.4971 2.1017 1.9557 0.1345
H -2.0134 1.4304 1.4579 0.1207
H -1.9413 -1.2533 1.4028 0.1329
H 0.5748 -2.6073 1.3054 0.0659
H -0.3936 -3.1782 2.6569 0.0749
H -1.0557 -3.1434 1.0472 0.0904
O 6.3880 -3.7028 0.3806 0.1245
C 6.2031 -2.5666 0.0634 -0.4810
C 4.9243 -1.9418 -0.4604 -0.0741
C 5.4115 -0.6183 -1.0454 -0.1484
C 6.6294 -0.3259 -0.1788 -0.1533
O 7.1654 -1.6140 0.1697 0.0229
H 4.2423 -1.7896 0.3751 0.1046
H 4.4608 -2.5836 -1.2039 0.1135
H 4.6678 0.1773 -1.0266 0.1120
H 5.7215 -0.7646 -2.0817 0.1161
H 6.3654 0.1976 0.7432 0.1238
H 7.3953 0.2440 -0.6991 0.1233
O 2.7029 -3.6107 -5.5849 0.1141
C 2.1498 -2.9463 -4.7578 -0.4901
C 2.7703 -1.8954 -3.8501 -0.0722
C 1.6951 -1.6998 -2.7831 -0.1556
C 0.4253 -2.0263 -3.5520 -0.1420
O 0.8218 -3.0215 -4.5246 0.0305
H 2.9363 -0.9849 -4.4294 0.1140
H 3.7077 -2.2499 -3.4296 0.1069
H 1.6868 -0.7070 -2.3370 0.1008
H 1.8406 -2.4244 -1.9805 0.1177
H 0.0244 -1.1632 -4.0868 0.1263
H -0.3504 -2.4315 -2.9112 0.1113
O 2.8197 5.0895 -6.0632 0.1154
C 2.5200 4.0143 -5.6345 -0.4800
C 2.0565 2.7969 -6.4189 -0.0826
C 1.4678 1.9141 -5.3222 -0.1475
C 2.2776 2.3267 -4.1063 -0.1600
O 2.5923 3.7151 -4.3104 0.0238
H 2.9230 2.3375 -6.8933 0.1224
H 1.3310 3.0734 -7.1721 0.1115
H 1.5253 0.8476 -5.5340 0.1054
H 0.4188 2.1696 -5.1684 0.1243
H 3.2155 1.7701 -4.0217 0.1204
H 1.7160 2.2181 -3.1806 0.1225
O -5.6865 -1.9363 6.0169 0.0899
C -6.0235 -1.7739 7.1562 -0.4604
C -7.0013 -2.6005 7.9669 -0.0644
C -7.3007 -1.6843 9.1540 -0.1479
C -6.0078 -0.8864 9.2671 -0.1434
O -5.5109 -0.7858 7.9173 0.0323
H -6.5041 -3.5225 8.2715 0.1339
H -7.8831 -2.8349 7.3783 0.1275
H -7.5600 -2.2096 10.0701 0.1171
H -8.1261 -1.0173 8.9034 0.1194
H -5.2553 -1.3957 9.8717 0.1278
H -6.1564 0.1150 9.6615 0.1261
O 1.5071 1.6419 -9.1460 0.1186
C 2.3132 1.4404 -10.0047 -0.4789
C 3.6622 2.1154 -10.1814 -0.0751
C 4.0292 1.7495 -11.6189 -0.1540
C 3.3115 0.4164 -11.7940 -0.1542
O 2.1371 0.5094 -10.9697 0.0307
H 4.3591 1.6892 -9.4581 0.1301
H 3.5766 3.1866 -10.0236 0.1275
H 5.0991 1.6874 -11.8056 0.1146
H 3.6103 2.4879 -12.3035 0.1176
H 3.9104 -0.4272 -11.4451 0.1270
H 3.0057 0.2293 -12.8201 0.1235
```

DFT (ωB97M-V/def2-TZVPD) results for 4 unconnected molecules or ions with the total composition C19H33ClN4O12PS.

Its calculated total energy is -83402.447 eV. Its multiplicity is 1. The HOMO-LUMO gap is 0.286 Ha. The LUMO energy comes out at -0.155 Eh. The value obtained for the largest force on an atom is 6.39 eV/A. As for the net charge: +1.

```
71
Properties=species:S:1:pos:R:3:lowdin_charge:R:1
C -5.7379 0.9519 -1.0120 -0.0817
C -4.7151 2.0983 -0.4787 -0.2202
N -3.9869 2.6011 -1.6937 0.0001
N -2.7181 3.0593 -1.4057 -0.0891
C -2.2269 4.4326 -1.5486 -0.1981
P -3.1876 5.9503 -2.1542 0.8916
C -2.0920 7.5012 -2.0674 -0.2763
O -4.3781 6.2121 -0.9262 -0.3545
C -0.7597 4.4964 -1.0876 -0.1917
N 0.2137 5.5902 -1.0212 0.0833
C 0.8980 5.5173 -2.1435 -0.6323
S 1.6667 5.5340 -3.6026 0.8041
N -0.5323 3.1220 -0.6947 -0.0449
C 0.8312 2.7823 -0.1315 -0.0610
C 0.6381 2.8246 1.4889 -0.1310
O 1.8280 3.2497 2.1847 -0.1106
C 1.7916 4.6270 2.5299 -0.2334
O 0.8869 5.2040 3.1498 0.0668
C -1.6428 2.2347 -0.8844 -0.4157
Cl -1.6448 0.4591 -0.5235 0.7993
H -5.9327 0.1357 -0.2462 0.0825
H -6.7414 1.4508 -1.2456 0.0813
H -5.3531 0.5379 -2.0121 0.0792
H -5.3899 2.8989 0.0069 0.1258
H -4.0311 1.7161 0.3505 0.0967
H -4.5603 3.3749 -2.0580 0.1276
H -1.0782 7.3429 -2.5943 0.0357
H -2.5839 8.4275 -2.5022 0.0660
H -1.8189 7.6354 -0.9531 0.0582
H -3.8881 6.3669 -0.0773 0.0611
H 1.6353 3.5137 -0.4615 0.1314
H 1.1050 1.7425 -0.5027 0.1329
H 0.3276 1.7626 1.7868 0.1408
H -0.2466 3.5153 1.6757 0.1331
H 2.7186 5.2512 2.2503 0.1709
C 3.5430 0.8357 2.6977 -0.0367
O 3.2195 0.1543 1.4836 -0.0124
C 3.5208 -1.1555 1.4876 -0.5813
O 4.0214 -1.7633 2.4024 0.1250
O 3.1662 -1.6659 0.2948 -0.0029
C 3.4295 -3.0622 0.1518 -0.0352
H 3.2571 1.8802 2.5793 0.0640
H 2.9819 0.4171 3.5362 0.1075
H 4.6168 0.7915 2.8915 0.1060
H 2.8644 -3.6372 0.8876 0.0897
H 4.4985 -3.2629 0.2423 0.0972
H 3.1056 -3.3645 -0.8443 0.1003
C -5.0598 -4.9612 -3.5148 -0.0380
O -4.8622 -3.5550 -3.6664 0.0028
C -3.6849 -3.1120 -3.2031 -0.5980
O -2.8245 -3.7843 -2.6925 0.1290
O -3.6303 -1.7834 -3.4068 -0.0036
C -2.4232 -1.1758 -2.9581 -0.1065
H -6.0409 -5.2051 -3.9226 0.0969
H -4.3050 -5.5187 -4.0730 0.1015
H -5.0446 -5.2410 -2.4594 0.1001
H -1.5633 -1.5835 -3.4947 0.1074
H -2.3039 -1.3065 -1.8808 0.0096
H -2.4867 -0.1078 -3.1711 0.0744
C 5.9971 -9.0226 3.8527 -0.0456
O 5.7685 -7.6664 4.2325 0.0002
C 5.2356 -6.9058 3.2634 -0.6003
O 4.9514 -7.2726 2.1496 0.1196
O 5.0739 -5.6647 3.7500 0.0080
C 4.5114 -4.7415 2.8194 -0.0629
H 6.4275 -9.5402 4.7103 0.0945
H 5.0576 -9.5126 3.5887 0.0984
H 6.7067 -9.0765 3.0244 0.0986
H 3.5124 -5.0620 2.5149 0.0947
H 5.1628 -4.6253 1.9509 0.0928
H 4.4258 -3.7768 3.3154 0.0770
```

DFT (ωB97M-V/def2-TZVPD) results for C3H5P in the gas phase.

Its calculated total energy is -12477.282 eV. Its multiplicity is 1. The HOMO-LUMO gap is 0.349 Ha. The LUMO energy comes out at 0.022 Eh. The value obtained for the largest force on an atom is 6.26 eV/A. As for the net charge: 0. The SMILES is CC1=PC1. As for the relative energy (zero: lowest compared OMol25 entry of this formula, charge and spin): 130.89 kJ/mol.

```
9
Properties=species:S:1:pos:R:3:nbo_charge:R:1
C -0.2109 -1.0931 0.8412 -0.6830
C -0.3458 -0.1413 -0.3283 -0.3483
P -0.7889 0.1961 -1.8802 0.6059
C 0.2265 1.4415 -0.8377 -0.6736
H 0.0586 -0.6377 1.7718 0.2389
H 0.7717 -1.6006 0.8347 0.2399
H -0.9408 -1.8019 0.7464 0.2310
H -0.1975 2.1504 -0.2488 0.1860
H 1.4271 1.4865 -0.8991 0.2034
```

DFT (ωB97M-V/def2-TZVPD) results for 2 unconnected molecules or ions with the total composition C3H12NO.

Its calculated total energy is -6835.304 eV. Its multiplicity is 1. The HOMO-LUMO gap is 0.414 Ha. The LUMO energy comes out at -0.132 Eh. The value obtained for the largest force on an atom is 4.37 eV/A. As for the net charge: +1. As for the relative energy (zero: lowest compared OMol25 entry of this formula, charge and spin): 203.61 kJ/mol.

```
17
Properties=species:S:1:pos:R:3:nbo_charge:R:1
C -0.5791 -0.2677 -0.1770 -0.2489
C 0.2370 0.6666 -1.1632 -0.4369
C 1.6644 0.6048 -0.7939 -0.6629
N -2.0748 -0.2335 -0.4954 -0.6626
H -0.4171 -1.4868 -0.2813 0.2225
H -0.4840 -0.1275 1.0324 0.2971
H -0.3472 1.6446 -1.0468 0.2101
H 0.2759 0.4432 -2.2527 0.2456
H 1.8714 0.7577 0.2349 0.2294
H 2.3990 -0.1119 -1.1454 0.2529
H 2.2835 1.4160 -1.3080 0.2453
H -2.4976 0.6534 -0.3097 0.4296
H -2.3037 -0.5077 -1.4526 0.4372
H -2.5215 -0.8866 0.0583 0.4281
H 0.5735 -0.2420 3.5353 0.4955
H 1.0876 -1.6287 2.8590 0.4964
O 0.8327 -0.6938 2.7060 -0.9782
```

DFT (ωB97M-V/def2-TZVPD) results for C7H5NO3 in the gas phase.

Its calculated total energy is -14963.620 eV. Its multiplicity is 1. The HOMO-LUMO gap (alpha / beta) is 0.277 / 0.277 Ha. The LUMO energy (alpha / beta) comes out at -0.039 / -0.039 Eh. The value obtained for the largest force on an atom is 6.26 eV/A. As for the net charge: 0. As for the relative energy (zero: lowest compared OMol25 entry of this formula, charge and spin): 903.17 kJ/mol.

```
16
Properties=species:S:1:pos:R:3:nbo_charge:R:1
C -0.1885 1.2174 0.0613 -0.3011
C -1.3421 1.8961 -0.0648 -0.2168
C -0.4313 -0.1664 0.0360 0.0762
C -1.8451 -0.3606 0.0362 -0.0582
C -2.4414 0.9905 0.0540 0.0770
C -4.8274 1.3768 -0.0720 0.6149
C 0.5602 -1.3122 0.0220 -0.6314
N -2.6022 -1.4916 -0.0033 0.5035
O -3.8422 -1.4370 0.0399 -0.4622
O -1.9870 -2.5562 -0.0807 -0.4068
O -3.7065 1.1673 0.0548 -0.3326
H 0.7039 1.7791 0.0840 0.2264
H -1.3270 3.0129 -0.1818 0.2293
H 1.3838 -0.8618 -0.4072 0.2109
H 0.5583 -1.6040 0.9912 0.2296
H 0.2544 -2.0455 -0.6907 0.2414
```